# 1
10
Properties=species:S:1:pos:R:3 method="wB97M-V/def2-TZVPD" de_lowest_ev=5.292 lumo_ev="0.769 / 0.770" homo_lumo_gap_ev="9.30 / 9.30"
C 0.38741 -0.37273 0.91808
N -0.28481 -1.05401 -0.16603
N -1.10446 -0.12460 -0.65104
N -0.06164 1.53043 -0.06707
O 1.02994 0.71872 0.34299
H -0.42713 -0.15129 1.51009
H 1.10436 -1.11420 1.43375
H 0.33274 -1.39898 -0.83564
H -1.28755 -0.00590 -1.64312
H 0.31115 1.97256 -0.84201

***

# 2
132
Properties=species:S:1:pos:R:3 method="wB97M-V/def2-TZVPD" lumo_ev=0.706 homo_lumo_gap_ev=7.06
Cu -0.76538 -0.02631 0.32779
C 2.00686 0.78032 3.34453
C 1.74197 2.20983 2.90992
C 3.09483 2.92206 2.73198
C 3.03321 4.40513 2.21521
C 2.41805 4.28661 0.83556
C 1.02434 3.58854 0.86086
N 1.21252 2.19855 1.51149
O -0.04612 1.53445 1.40713
C 0.67523 3.33955 -0.57994
C -0.07501 4.45431 1.56601
C 0.87999 2.84049 4.06029
H 1.05744 0.21992 3.41413
H 2.65242 0.87455 4.25431
H 2.63373 0.27249 2.53573
H 3.57392 2.31633 1.93288
H 3.65418 2.73758 3.65448
H 4.08727 4.80102 2.20060
H 2.51246 5.08095 2.94776
H 3.18447 3.70595 0.32759
H 2.35480 5.25009 0.36192
H 1.39501 2.56897 -0.99235
H 0.79576 4.22098 -1.25405
H -0.30695 2.81627 -0.74419
H -0.66389 3.86628 2.26047
H -0.74399 5.02892 0.85535
H 0.35831 5.23444 2.26068
H -0.05701 2.28121 4.06837
H 0.69749 3.88057 3.81238
H 1.46936 2.53310 4.96409
C -3.07704 -2.34523 -0.88357
C -3.58038 -1.51152 0.32701
C -3.68781 -2.35586 1.61661
O -2.58668 -3.23933 1.61663
C -2.35288 -3.77543 2.93138
N -2.74666 -0.30904 0.44531
H -3.14288 -1.79877 -1.83158
H -3.66678 -3.26300 -1.00291
H -2.13314 -2.77074 -0.67891
H -4.64302 -1.21934 0.21188
H -4.66535 -2.83236 1.53302
H -3.69110 -1.62518 2.39759
H -2.02144 -2.98613 3.57898
H -1.53894 -4.53504 2.90574
H -3.22129 -4.25534 3.39748
H -3.02663 0.43441 -0.20403
H -2.87371 0.04652 1.43994
C -0.99204 -4.75517 -3.23069
C -1.16617 -3.29285 -3.77010
C -0.17060 -3.13148 -4.93346
O 1.15349 -2.96500 -4.46940
C 2.06475 -2.94607 -5.61787
N -2.53269 -3.21355 -4.23403
H 0.00292 -4.97120 -2.83816
H -1.18624 -5.42638 -4.07525
H -1.65536 -4.89821 -2.41166
H -0.93159 -2.58164 -3.03841
H -0.44600 -2.26237 -5.64232
H -0.28561 -4.08456 -5.48499
H 3.06442 -2.83973 -5.14684
H 1.71126 -2.07714 -6.24147
H 1.85902 -3.69460 -6.30700
H -2.77156 -2.25278 -4.48665
H -3.25991 -3.65175 -3.66246
C 1.88843 -3.46684 -0.56207
C 0.80708 -2.67551 0.16105
C 1.35989 -2.35454 1.50626
O 1.60037 -3.60193 2.14920
C 1.96970 -3.64417 3.51151
N 0.61018 -1.33050 -0.46094
H 1.56531 -3.59874 -1.56750
H 2.12202 -4.38542 -0.02052
H 2.75322 -2.83152 -0.60732
H -0.14445 -3.11894 0.18228
H 0.67040 -1.74205 2.06223
H 2.34315 -1.78882 1.43324
H 3.00362 -3.42454 3.63741
H 1.88919 -4.71493 3.79463
H 1.39637 -2.96801 4.19777
H 1.51926 -0.88027 -0.38624
H 0.44304 -1.45571 -1.43898
C 4.40770 1.88356 -1.96878
C 3.60091 0.66400 -1.66835
C 4.13075 -0.58124 -2.33537
O 4.31856 -0.33787 -3.71314
C 5.50080 -0.98489 -4.14142
N 3.38775 0.47492 -0.29355
H 4.27202 2.11779 -3.08260
H 5.41981 1.70849 -1.72734
H 4.09558 2.72375 -1.38701
H 2.65199 0.78855 -2.14291
H 3.36520 -1.37911 -2.16312
H 5.07552 -0.90964 -1.85921
H 5.57627 -2.02267 -3.87093
H 6.41426 -0.47734 -3.81590
H 5.47163 -0.98351 -5.21565
H 4.27944 0.44882 0.22087
H 2.80250 1.20268 0.16437
C -3.86672 3.04155 3.82734
C -2.98849 1.80263 4.10850
C -3.88349 0.76763 4.78575
O -3.02867 -0.29246 5.27603
C -3.68821 -1.20393 6.17456
N -2.33323 1.17159 2.97962
H -3.34085 3.80813 3.24660
H -4.17041 3.43375 4.81478
H -4.74601 2.81218 3.19376
H -2.29041 1.98613 4.88380
H -4.62166 0.26802 4.09886
H -4.44290 1.23089 5.60962
H -4.57360 -1.69890 5.63019
H -4.06333 -0.70578 7.04484
H -3.01502 -2.03923 6.44968
H -1.45681 1.43243 2.57650
H -2.13753 0.20112 3.24021
C -2.27259 3.64140 -3.32727
C -2.63588 2.12296 -2.94986
C -1.31770 1.35765 -3.02338
O -1.03822 1.36865 -4.41587
C 0.18546 0.78176 -4.85947
N -3.22406 2.16263 -1.59168
H -3.22254 4.17130 -3.22382
H -1.85356 3.78061 -4.33402
H -1.45625 4.05176 -2.62991
H -3.36242 1.74389 -3.71020
H -1.32213 0.33207 -2.67536
H -0.52000 1.95495 -2.43584
H 0.95682 1.36338 -4.35050
H 0.21532 0.88094 -5.92863
H 0.35604 -0.26091 -4.63516
H -2.84211 2.99073 -1.02116
H -4.22400 2.34934 -1.68129

***

# 3
22
Properties=species:S:1:pos:R:3 method="wB97M-V/def2-TZVPD" charge=+1 de_lowest_ev=1.680 lumo_ev=-3.816 homo_lumo_gap_ev=9.80
C 1.33085 -1.44013 0.80677
C 2.13812 -0.29375 0.92745
C 0.93310 -0.11304 -0.97262
C 2.57259 1.70641 -0.44908
C -2.33057 -1.05632 0.46076
N 0.73419 -1.34202 -0.36908
N 1.86432 0.48039 -0.17672
N -2.07130 -2.03879 -0.22224
O -1.75430 0.90208 -1.42010
O -0.89574 1.24315 0.80198
O -3.34529 1.41259 0.35499
S -1.93041 0.71017 -0.00991
H 1.51112 -2.42443 1.28739
H 2.92802 -0.17363 1.66092
H 0.25859 0.40895 -1.73934
H 1.99057 2.26132 -1.17343
H 2.43746 2.16032 0.53495
H 3.52646 1.64580 -0.86794
H -2.98580 -0.85637 1.39329
H -0.25677 -1.75082 -0.52333
H -3.99911 1.38303 -0.35086
H -2.65612 -2.82489 0.04615

***

# 4
13
Properties=species:S:1:pos:R:3 method="wB97M-V/def2-TZVPD" smiles="NCOCC=O" de_lowest_ev=1.950 lumo_ev=0.885 homo_lumo_gap_ev=10.56
O 0.95824 -2.07664 -1.47312
C 1.10661 -0.91244 -1.19295
C 0.01269 0.13882 -1.28696
O 0.17923 1.12798 -0.29951
C 0.01167 0.61641 1.01186
N -1.30843 0.09934 1.25476
H -1.29687 -0.79277 1.73061
H 0.73388 -0.19784 1.18848
H 2.08696 -0.51181 -0.84353
H 0.11501 0.64702 -2.25385
H -0.97210 -0.34292 -1.24543
H 0.27977 1.46333 1.65257
H -1.90667 0.74152 1.75708